Computed, not measured: a 12-piece molecular cluster, C51H95O16PS overall, with the ωB97M-V functional and the def2-TZVPD basis.

The geometry in XYZ format:
```
164
C51H95O16PS (the ωB97M-V functional and the def2-TZVPD basis)
C 2.8567 -0.3716 1.5940
C 2.3536 -0.9340 0.4984
C 1.9059 -0.0737 -0.7321
C 1.1320 1.1202 -0.1705
C -0.1546 1.1115 0.2131
P -1.3790 -0.2330 0.1620
O -0.8319 -1.5693 1.0019
O -2.7160 0.3501 0.9334
S -1.8968 -0.6396 -1.6512
C -0.3752 2.5413 0.7314
O -1.0347 2.9234 1.5968
O 0.4938 3.2932 -0.0715
C 1.6784 2.5445 0.0666
O 2.7537 2.9438 0.3081
H 3.6407 -0.8948 2.1614
H 2.5797 0.6278 1.9651
H 2.2051 -2.0225 0.4609
H 1.2811 -0.7032 -1.3872
H 2.8433 0.2268 -1.2286
H -0.0934 -1.2156 1.5491
H -2.3531 0.8748 1.6791
C -3.0389 -5.0849 -3.5159
C -3.4358 -4.0349 -2.4919
C -2.8404 -4.5907 -1.2176
O -1.6701 -5.3272 -1.5965
C -1.6617 -5.4914 -3.0178
H -3.0293 -4.7198 -4.5429
H -3.7254 -5.9348 -3.4628
H -2.9612 -3.0821 -2.7349
H -4.5116 -3.8738 -2.4241
H -3.5298 -5.2859 -0.7238
H -2.5670 -3.8078 -0.5067
H -0.8831 -4.8358 -3.4259
H -1.4123 -6.5249 -3.2668
C -1.7495 -1.6496 5.5589
C -0.6311 -0.9160 6.2744
C 0.4869 -0.9762 5.2516
O -0.1302 -0.9860 3.9509
C -1.5412 -1.2186 4.1185
H -2.7438 -1.4085 5.9347
H -1.6018 -2.7297 5.6496
H -0.9221 0.1238 6.4494
H -0.3567 -1.3565 7.2305
H 1.0704 -1.8975 5.3526
H 1.1656 -0.1250 5.3245
H -2.0607 -0.2767 3.9047
H -1.8753 -1.9708 3.4030
C 3.4627 -6.0543 -4.8984
C 2.1878 -5.2304 -4.8189
C 2.2861 -4.6382 -3.4230
O 3.6821 -4.4858 -3.1378
C 4.4434 -5.1868 -4.1264
H 3.7895 -6.2621 -5.9172
H 3.3211 -7.0086 -4.3837
H 2.2136 -4.4331 -5.5669
H 1.2779 -5.8107 -4.9717
H 1.8598 -5.3134 -2.6736
H 1.7882 -3.6703 -3.3417
H 4.9151 -4.4440 -4.7793
H 5.2277 -5.7685 -3.6392
C -3.7403 -4.5288 2.9827
C -4.8967 -3.5965 3.3021
C -5.8190 -3.8303 2.1168
O -5.6159 -5.1857 1.6959
C -4.4542 -5.7105 2.3500
H -3.1471 -4.8088 3.8536
H -3.0755 -4.0585 2.2521
H -5.3855 -3.9141 4.2275
H -4.6041 -2.5520 3.4134
H -5.5610 -3.1746 1.2785
H -6.8708 -3.6790 2.3652
H -4.7924 -6.4287 3.1055
H -3.8302 -6.2361 1.6248
C 3.0682 5.2773 -3.4394
C 1.9629 5.3144 -4.4817
C 1.8011 3.8436 -4.8178
O 2.1330 3.1137 -3.6331
C 2.7493 3.9979 -2.6841
H 3.0927 6.1537 -2.7939
H 4.0399 5.1893 -3.9330
H 1.0421 5.6995 -4.0329
H 2.1988 5.9263 -5.3519
H 2.4940 3.5373 -5.6091
H 0.7860 3.5922 -5.1292
H 2.0346 4.1792 -1.8767
H 3.6337 3.5191 -2.2597
C 7.1040 1.8771 -2.1146
C 7.1321 2.1008 -0.6110
C 5.9546 1.2590 -0.1486
O 5.8422 0.1665 -1.0701
C 6.6756 0.4215 -2.2062
H 8.0571 2.0713 -2.6061
H 6.3463 2.5199 -2.5720
H 8.0624 1.7052 -0.1939
H 7.0468 3.1477 -0.3199
H 5.0197 1.8271 -0.1859
H 6.0853 0.8714 0.8634
H 7.5388 -0.2506 -2.1498
H 6.1236 0.2014 -3.1212
C 4.5825 9.4591 0.2304
C 3.3062 8.6860 0.5179
C 2.8100 8.3718 -0.8829
O 3.9690 8.2556 -1.7166
C 5.1112 8.7415 -1.0002
H 5.2910 9.4615 1.0583
H 4.3414 10.4967 -0.0159
H 3.5444 7.7593 1.0471
H 2.5799 9.2402 1.1123
H 2.1916 9.1853 -1.2781
H 2.2335 7.4444 -0.9257
H 5.7275 7.8796 -0.7223
H 5.6982 9.3936 -1.6485
C -1.2475 7.2890 -0.2469
C -1.2225 7.0712 -1.7509
C -2.0661 8.2340 -2.2489
O -1.8801 9.3064 -1.3172
C -1.2163 8.8060 -0.1522
H -0.4212 6.8121 0.2807
H -2.1836 6.9069 0.1689
H -0.1978 7.1655 -2.1232
H -1.6093 6.1003 -2.0615
H -3.1307 7.9768 -2.2603
H -1.7782 8.5649 -3.2481
H -0.1869 9.1829 -0.1637
H -1.7144 9.1818 0.7429
C 1.8582 -1.2762 11.1292
C 2.4164 -2.3719 10.2370
C 1.3404 -2.4859 9.1707
O 0.7550 -1.1833 9.0325
C 1.1971 -0.3556 10.1173
H 2.6133 -0.7724 11.7319
H 1.1054 -1.6936 11.8034
H 3.3560 -2.0408 9.7866
H 2.6009 -3.3116 10.7567
H 0.5502 -3.1803 9.4754
H 1.7369 -2.8119 8.2072
H 1.9112 0.3719 9.7170
H 0.3464 0.1856 10.5337
C -7.6559 -8.9883 -0.3392
C -6.5456 -8.2446 0.3849
C -5.4138 -8.3085 -0.6264
O -6.0220 -8.3290 -1.9235
C -7.4279 -8.5598 -1.7799
H -8.6555 -8.7485 0.0229
H -7.5070 -10.0675 -0.2408
H -6.8402 -7.2056 0.5503
H -6.2804 -8.6804 1.3485
H -4.8297 -9.2287 -0.5130
H -4.7360 -7.4558 -0.5535
H -7.9482 -7.6215 -2.0014
H -7.7501 -9.3139 -2.5000
C -2.0454 2.8995 -5.6653
C -2.0593 3.1798 -4.1709
C -3.2348 2.3348 -3.7076
O -3.3051 1.2084 -4.5877
C -2.4479 1.4344 -5.7108
H -1.0834 3.0909 -6.1406
H -2.8011 3.5116 -6.1656
H -1.1329 2.8154 -3.7152
H -2.1687 4.2359 -3.9214
H -4.1785 2.8859 -3.7895
H -3.1222 1.9881 -2.6790
H -1.5752 0.7801 -5.6072
H -2.9729 1.1702 -6.6303
```

Values from the calculation:
Largest force on an atom   0.086 Eh/bohr
SMILES string   C=CCC1=C(P(O)(O)=S)C(=O)OC1=O.C1CCOC1.C1CCOC1.C1CCOC1.C1CCOC1.C1CCOC1.C1CCOC1.C1CCOC1.C1CCOC1.C1CCOC1.C1CCOC1.C1CCOC1
Frontier orbital gap   8.11 eV
DFT total energy   -3943.461589 Ha